Record 1
The following is a quantum chemistry calculation of a structure of composition C39H55BaClF6GeN5O8S2SbSi3, from the OMol25 dataset.

Values from the calculation:
Frontier orbital gap (eV): 5.48
Energy above the lowest of the compared OMol25 structures with the same formula, charge and spin (kcal per mole): 0.0
Maximum force (eV Å⁻¹): 0.79
Net charge: -2
Calculated total energy (eV): -203051.477

```
122
Properties=species:S:1:pos:R:3:mulliken_charge:R:1
Ba 1.54 -1.00 0.84 1.618
C -3.20 1.85 -1.33 -1.534
Sb -1.34 0.73 -1.12 -1.376
C 0.09 2.15 -1.68 1.598
C 0.90 2.04 -2.84 -0.359
C 2.01 2.93 -3.05 -1.078
C 2.86 2.75 -4.10 -0.691
C 2.64 1.71 -5.02 -1.417
C 1.52 0.95 -4.80 -0.090
N 0.66 1.10 -3.80 0.702
Si 0.24 3.54 -0.48 0.288
C 1.89 3.74 0.40 -0.487
C -0.18 5.20 -1.29 -1.317
C -1.02 3.35 0.92 -0.564
C -1.61 -0.69 -2.80 2.433
C -0.33 -1.46 -3.00 -1.495
C -0.26 -2.38 -4.06 -1.061
C 0.88 -3.13 -4.27 -1.371
C 1.96 -2.95 -3.42 -0.826
C 1.81 -2.05 -2.38 -0.321
N 0.69 -1.36 -2.13 1.576
Si -2.22 0.28 -4.34 1.556
C -2.00 2.14 -4.42 -0.878
C -1.57 -0.36 -6.00 -1.489
C -4.10 0.06 -4.57 -1.414
Si -2.82 -2.02 -2.16 0.685
C -2.00 -3.00 -0.80 -0.647
C -3.29 -3.29 -3.48 -1.357
C -4.42 -1.32 -1.46 -0.864
H -3.67 1.90 -0.35 0.452
H -3.89 1.40 -2.03 0.440
H -2.96 2.86 -1.67 0.513
H 2.21 3.71 -2.34 0.176
H 3.72 3.42 -4.22 0.395
H 3.30 1.52 -5.85 0.397
H 1.28 0.14 -5.49 0.105
H 2.74 3.80 -0.27 0.386
H 2.08 2.87 1.04 -0.378
H 1.88 4.62 1.04 0.455
H 0.49 5.44 -2.13 0.324
H -0.11 6.02 -0.57 0.369
H -1.20 5.18 -1.68 0.295
H -0.88 2.42 1.46 -0.410
H -2.06 3.40 0.58 0.300
H -0.86 4.16 1.63 0.566
H -1.11 -2.50 -4.71 0.640
H 0.93 -3.83 -5.09 0.344
H 2.90 -3.47 -3.55 0.501
H 2.68 -1.89 -1.75 -0.220
H -1.17 2.38 -5.08 0.330
H -1.78 2.61 -3.46 -0.137
H -2.92 2.58 -4.82 0.478
H -0.48 -0.41 -6.05 0.247
H -1.91 0.37 -6.75 0.424
H -1.98 -1.33 -6.29 0.327
H -4.68 0.68 -3.88 0.358
H -4.47 -0.96 -4.50 0.290
H -4.32 0.42 -5.58 0.381
H -1.10 -3.52 -1.16 0.220
H -2.68 -3.77 -0.43 0.530
H -1.70 -2.39 0.06 -0.311
H -2.52 -4.07 -3.54 0.328
H -3.42 -2.88 -4.48 0.363
H -4.22 -3.78 -3.19 0.427
H -4.24 -0.59 -0.67 -0.001
H -4.97 -2.16 -1.01 0.503
H -5.05 -0.85 -2.20 0.320
O 2.21 4.18 5.22 -0.591
C 0.90 4.14 5.21 0.408
O 0.22 5.03 5.68 -0.671
C 0.27 2.96 4.56 0.010
C -1.07 2.67 4.59 -0.096
Cl -2.38 3.55 5.24 -0.177
N -1.27 1.51 3.91 1.222
N -0.11 1.04 3.41 -0.096
C 0.82 1.90 3.79 0.365
C 2.26 1.59 3.40 -0.492
O 3.17 2.20 4.01 -0.950
O 2.41 0.76 2.48 0.640
C -2.44 0.71 3.79 -0.698
C -3.31 0.56 4.86 -0.805
C -4.41 -0.27 4.74 -0.694
C -4.64 -0.95 3.55 -0.773
C -3.76 -0.80 2.49 -0.373
C -2.66 0.03 2.60 0.959
H 2.61 3.34 4.76 0.484
H -3.10 1.05 5.80 0.487
H -5.08 -0.39 5.58 0.329
H -5.50 -1.61 3.46 0.422
H -3.91 -1.35 1.57 0.395
H -1.96 0.14 1.78 0.331
C -0.48 -1.86 5.41 -0.917
Ge 0.31 -3.15 4.14 0.518
C 2.25 -3.14 4.47 -1.238
C -0.31 -4.93 4.78 -1.372
C -0.10 -2.72 2.32 -0.851
H -0.23 -2.13 6.44 0.511
H -1.57 -1.83 5.31 0.196
H -0.09 -0.85 5.22 0.066
H 2.50 -3.55 5.45 0.398
H 2.63 -2.11 4.43 0.288
H 2.77 -3.72 3.71 0.255
H -0.05 -5.10 5.83 0.387
H 0.14 -5.72 4.18 0.351
H -1.40 -5.00 4.67 0.321
H -1.16 -2.41 2.28 -0.258
H -0.02 -3.64 1.72 0.410
F 6.90 -1.70 2.52 -0.227
C 5.61 -2.02 2.62 0.493
F 5.53 -3.22 3.22 -0.233
F 4.99 -1.12 3.36 -0.120
S 4.82 -2.18 0.95 1.040
O 3.58 -2.88 1.22 -0.645
O 5.80 -2.82 0.14 -0.657
N 4.34 -0.75 0.46 -0.500
S 5.24 0.54 0.22 0.760
O 6.33 0.66 1.14 -0.637
O 4.37 1.63 -0.06 -0.385
C 6.05 0.22 -1.42 0.502
F 5.16 -0.25 -2.30 -0.176
F 7.06 -0.64 -1.33 -0.231
F 6.53 1.38 -1.89 -0.234
```

***

Record 2
The following is a quantum chemistry calculation of a structure of composition C39H55N6O5PS5SiTi, from the OMol25 dataset.

Values from the calculation:
Frontier orbital gap (eV): 5.72
Energy above the lowest of the compared OMol25 structures with the same formula, charge and spin (kcal per mole): 15.6
Maximum force (eV Å⁻¹): 2.34
Net charge: -2
Calculated total energy (eV): -154982.709

```
113
Properties=species:S:1:pos:R:3:mulliken_charge:R:1
Ti 0.54 0.32 -0.14 -1.483
N 1.13 -1.00 -1.82 -0.254
C 2.58 -1.25 -1.82 0.166
C 3.02 -1.37 -0.37 0.163
O 3.99 -2.04 -0.04 -0.801
N 2.24 -0.63 0.43 2.095
C 2.55 -0.64 1.84 -0.648
C 1.50 0.21 2.54 0.525
O 1.44 0.28 3.75 -0.857
O 0.70 0.81 1.71 -0.262
H 0.71 -1.88 -1.54 0.025
H 0.78 -0.73 -2.73 0.289
H 3.11 -0.39 -2.24 -0.544
H 2.86 -2.15 -2.37 0.515
H 3.54 -0.21 2.03 0.165
H 2.55 -1.65 2.25 0.278
S -5.19 4.71 -2.99 -0.369
C -3.98 3.74 -2.38 0.131
S -3.56 2.21 -3.05 -0.213
C -2.30 1.78 -1.91 0.549
C -2.04 2.69 -0.94 0.210
S -0.94 2.47 0.37 -0.691
S -3.02 4.15 -1.01 -0.174
S -1.52 0.24 -2.04 -0.590
O 0.67 -3.13 -0.16 -0.836
C -0.20 -2.57 0.51 -0.729
C 2.95 3.57 -4.67 -2.173
C 2.15 2.49 -3.93 2.578
C 0.66 2.75 -4.19 -1.384
C 2.52 1.12 -4.53 -1.600
Si 2.43 2.51 -2.02 -1.375
O 1.36 1.59 -1.27 1.604
C 2.56 4.34 -1.47 0.714
C 3.54 5.20 -1.97 -0.568
C 3.63 6.52 -1.56 -0.790
C 2.75 7.02 -0.61 -0.448
C 1.80 6.17 -0.07 -0.872
C 1.71 4.85 -0.49 -0.116
C 4.16 1.88 -1.51 0.953
C 4.28 1.50 -0.17 -0.628
C 5.49 1.08 0.36 -0.515
C 6.62 1.04 -0.45 -0.681
C 6.53 1.42 -1.78 -0.741
C 5.31 1.83 -2.30 -0.118
H 2.77 3.48 -5.75 0.568
H 4.03 3.47 -4.51 0.214
H 2.65 4.56 -4.36 0.400
H 0.44 2.68 -5.26 0.472
H 0.37 3.75 -3.84 0.304
H 0.04 2.03 -3.65 0.005
H 2.54 1.18 -5.62 0.550
H 1.78 0.37 -4.25 0.236
H 3.50 0.78 -4.18 0.256
H 4.26 4.83 -2.70 0.327
H 4.39 7.17 -1.98 0.381
H 2.81 8.05 -0.29 0.351
H 1.11 6.53 0.69 0.450
H 0.96 4.20 -0.06 0.218
H 3.40 1.52 0.46 0.305
H 5.56 0.79 1.40 0.372
H 7.57 0.72 -0.04 0.347
H 7.41 1.39 -2.41 0.392
H 5.26 2.12 -3.34 0.071
N -0.62 -1.23 0.46 1.983
P -1.74 -2.14 1.37 -1.265
N -2.78 -3.32 0.61 0.057
C -3.30 -2.83 -0.68 -0.262
C -2.52 -3.38 -1.86 0.455
C -2.58 -4.92 -1.91 -0.870
C -2.97 -5.49 -0.54 -1.039
C -2.30 -4.70 0.58 -0.143
N -1.34 -2.53 2.97 0.426
C -1.44 -1.54 4.05 0.148
C -1.91 -2.24 5.33 -1.012
C -0.94 -3.36 5.69 -0.931
C -0.74 -4.31 4.51 -1.017
C -0.33 -3.52 3.26 -0.186
N -3.04 -1.10 1.70 1.048
C -4.27 -1.63 2.25 -1.129
C -4.92 -0.66 3.23 -0.609
C -5.19 0.72 2.57 -0.893
C -4.47 0.83 1.22 -1.153
C -3.05 0.32 1.34 0.789
H -3.24 -1.75 -0.70 -0.270
H -4.36 -3.11 -0.77 0.423
H -1.48 -3.06 -1.75 -0.631
H -2.89 -2.93 -2.78 0.641
H -1.61 -5.32 -2.20 0.336
H -3.31 -5.25 -2.66 0.303
H -2.66 -6.54 -0.47 0.478
H -4.05 -5.46 -0.41 0.330
H -1.21 -4.74 0.43 0.270
H -2.53 -5.17 1.54 0.146
H -2.14 -0.77 3.76 -0.115
H -0.47 -1.07 4.22 0.055
H -2.91 -2.65 5.17 0.331
H -1.96 -1.51 6.14 0.364
H -1.30 -3.91 6.57 0.464
H 0.03 -2.92 5.94 0.325
H -1.68 -4.84 4.30 0.309
H 0.03 -5.05 4.74 0.411
H -0.21 -4.19 2.41 0.387
H 0.64 -3.04 3.46 0.123
H -4.04 -2.57 2.76 0.491
H -4.99 -1.87 1.45 0.495
H -4.26 -0.53 4.09 0.052
H -5.85 -1.09 3.59 0.481
H -4.81 1.51 3.22 0.386
H -6.26 0.89 2.44 0.378
H -4.45 1.88 0.90 0.385
H -5.00 0.26 0.45 0.269
H -2.51 0.92 2.09 0.241
H -2.53 0.44 0.40 -0.970
```

***

Record 3
The following is a quantum chemistry calculation of a structure of composition C39H56As2F3O2SeZr, from the OMol25 dataset.

Values from the calculation:
Frontier orbital gap (eV): 7.26
Energy above the lowest of the compared OMol25 structures with the same formula, charge and spin (kcal per mole): 0.0
Maximum force (eV Å⁻¹): 0.14
Net charge: +1
Calculated total energy (eV): -241902.360

```
104
Properties=species:S:1:pos:R:3:mulliken_charge:R:1
Zr -1.65 -1.55 -0.61 0.956
C 5.01 2.35 -0.73 -2.100
C 3.78 3.26 -0.66 1.832
C 3.82 4.22 -1.85 -1.595
C 3.85 4.07 0.65 -1.561
C 2.48 2.47 -0.68 -0.448
C 2.44 1.09 -0.75 -0.288
C 1.21 0.44 -0.75 0.422
Se 1.19 -1.48 -0.82 -0.047
C 1.38 -1.89 1.05 -0.293
C 2.64 -2.04 1.60 -0.161
C 2.77 -2.30 2.95 -0.555
C 1.60 -2.41 3.70 0.002
C 0.32 -2.28 3.19 -0.447
C 0.22 -2.01 1.81 0.694
O -0.98 -1.88 1.20 -0.918
C -0.93 -2.42 4.06 2.208
C -1.81 -3.57 3.55 -1.492
C -0.58 -2.73 5.52 -2.345
C -1.72 -1.10 4.05 -1.505
C 4.13 -2.47 3.64 1.977
C 5.29 -2.29 2.66 -2.029
C 4.21 -3.88 4.24 -1.599
C 4.27 -1.43 4.75 -1.569
C 0.00 1.11 -0.69 -0.132
O -1.15 0.41 -0.71 0.572
C 0.01 2.52 -0.64 -0.047
C 1.26 3.14 -0.63 -0.440
C -1.28 3.33 -0.59 2.418
C -2.11 2.94 0.64 -1.604
C -2.07 3.09 -1.88 -1.546
C -1.02 4.84 -0.50 -2.379
H 5.91 2.96 -0.70 0.439
H 5.02 1.76 -1.65 0.383
H 5.05 1.66 0.12 0.358
H 4.75 4.80 -1.84 0.468
H 2.99 4.93 -1.83 0.308
H 3.78 3.67 -2.79 0.342
H 4.78 4.64 0.69 0.464
H 3.83 3.41 1.52 0.336
H 3.03 4.77 0.73 0.327
H 3.35 0.50 -0.81 0.520
H 3.51 -1.95 0.96 0.545
H 1.70 -2.62 4.76 0.486
H -1.26 -4.51 3.56 0.327
H -2.18 -3.39 2.53 0.096
H -2.68 -3.68 4.20 0.471
H -0.04 -3.67 5.61 0.418
H -1.50 -2.82 6.09 0.460
H 0.02 -1.94 5.97 0.406
H -2.04 -0.83 3.05 0.088
H -1.11 -0.28 4.45 0.327
H -2.61 -1.19 4.68 0.479
H 5.26 -3.04 1.86 0.389
H 6.23 -2.42 3.19 0.440
H 5.29 -1.30 2.21 0.315
H 4.12 -4.64 3.47 0.350
H 3.43 -4.05 4.98 0.320
H 5.18 -4.02 4.74 0.460
H 4.20 -0.42 4.35 0.349
H 5.23 -1.54 5.25 0.465
H 3.49 -1.54 5.51 0.315
H 1.28 4.22 -0.58 0.500
H -2.39 1.89 0.63 0.037
H -3.03 3.54 0.67 0.472
H -1.55 3.14 1.55 0.350
H -2.30 2.03 -2.02 -0.050
H -1.51 3.43 -2.75 0.354
H -3.01 3.64 -1.87 0.520
H -0.47 5.10 0.41 0.447
H -1.97 5.37 -0.47 0.443
H -0.47 5.21 -1.36 0.424
C -1.45 -2.74 -4.75 -1.264
As -1.40 -1.26 -3.49 1.345
C 0.22 -0.34 -4.03 -1.341
C -2.77 -0.07 -4.20 0.149
C -2.63 0.39 -5.51 -0.820
C -3.56 1.26 -6.05 -0.894
C -4.65 1.66 -5.29 -0.784
C -4.80 1.19 -4.00 -0.623
C -3.87 0.32 -3.45 0.077
As -4.11 -0.36 -1.64 1.179
C -5.52 -1.65 -1.90 -1.189
C -5.06 1.07 -0.75 -1.427
H -1.41 -2.35 -5.77 0.456
H -2.36 -3.31 -4.61 0.348
H -0.59 -3.39 -4.58 0.435
H 0.21 -0.16 -5.10 0.627
H 1.09 -0.96 -3.79 0.430
H 0.29 0.60 -3.49 0.209
H -1.78 0.09 -6.11 0.276
H -3.44 1.62 -7.07 0.427
H -5.39 2.34 -5.71 0.429
H -5.66 1.51 -3.42 0.351
H -6.37 -1.18 -2.40 0.442
H -5.83 -2.04 -0.93 0.416
H -5.15 -2.48 -2.50 0.329
H -6.04 1.22 -1.21 0.532
H -4.48 1.99 -0.79 0.296
H -5.20 0.79 0.30 0.451
F -1.30 -4.64 -2.05 -0.137
C -1.04 -3.91 -1.02 0.165
F -0.71 -4.70 -0.07 -0.126
F -3.14 -2.88 -0.42 -0.690
```

***

Record 4
The following is a quantum chemistry calculation of a structure of composition C39H56N11NaO2P3, from the OMol25 dataset.

Values from the calculation:
Frontier orbital gap (eV): 4.88
Energy above the lowest of the compared OMol25 structures with the same formula, charge and spin (kcal per mole): 0.0
Maximum force (eV Å⁻¹): 1.65
Net charge: +1
Calculated total energy (eV): -94111.736

```
112
Properties=species:S:1:pos:R:3:mulliken_charge:R:1
Na 0.02 0.73 0.53 0.815
C -0.35 -3.19 2.09 -1.561
P 0.24 -1.44 2.25 2.602
C -0.41 -1.34 4.18 -1.877
C 1.95 -1.61 2.90 -0.272
C 2.55 -2.84 3.19 -0.567
C 3.77 -2.90 3.85 -0.968
C 4.42 -1.74 4.23 -0.817
C 3.86 -0.51 3.91 -0.736
C 2.64 -0.43 3.24 0.338
P 1.94 1.15 2.63 2.188
C 3.43 2.26 2.74 -1.859
C 1.03 1.83 4.08 -1.486
H -0.23 -3.71 3.04 0.760
H 0.18 -3.73 1.31 0.382
H -1.42 -3.20 1.85 0.179
H -0.81 -2.27 4.59 0.332
H -1.21 -0.59 4.21 0.322
H 0.39 -1.01 4.85 0.520
H 2.05 -3.76 2.91 0.359
H 4.21 -3.87 4.06 0.423
H 5.36 -1.78 4.76 0.396
H 4.38 0.39 4.20 0.337
H 3.75 2.44 3.77 0.564
H 3.17 3.22 2.30 0.423
H 4.26 1.82 2.19 0.462
H 1.58 1.67 5.01 0.373
H 0.05 1.37 4.16 0.225
H 0.91 2.91 3.93 0.470
N -1.62 3.38 1.93 -0.267
N -2.05 4.10 0.81 -0.157
C -1.76 3.62 -0.42 0.060
N -2.38 4.16 -1.46 -0.285
N -0.85 2.63 -0.44 -0.402
N -0.63 1.98 -1.61 0.579
O -1.12 2.33 -2.69 -0.895
O 0.10 1.01 -1.52 -0.047
H -2.29 2.64 2.15 0.063
H -1.56 4.02 2.71 0.305
H -2.92 4.61 0.88 0.264
H -3.15 4.80 -1.32 0.208
H -2.20 3.76 -2.37 0.248
C -5.57 -2.32 -2.49 -1.484
C -4.83 -3.55 -2.02 0.524
C -5.19 -4.81 -2.47 -0.766
C -4.52 -5.95 -2.05 -0.723
C -3.48 -5.83 -1.14 -0.911
C -3.11 -4.59 -0.66 0.078
C -3.77 -3.45 -1.11 0.389
N -3.44 -2.16 -0.63 0.586
C -2.20 -1.61 -0.36 -1.444
N -1.15 -2.34 -0.83 0.915
C 0.23 -1.95 -0.97 0.052
C 1.02 -1.62 0.13 -1.666
C 2.35 -1.28 -0.17 -0.491
C 2.88 -1.35 -1.45 -1.275
C 2.06 -1.74 -2.51 -1.211
C 0.73 -2.03 -2.28 1.515
C -0.16 -2.43 -3.44 -2.080
N -2.08 -0.49 0.26 1.472
C -3.26 0.18 0.66 -1.580
C -3.76 1.21 -0.15 -0.137
C -4.86 1.96 0.22 -1.082
C -5.49 1.70 1.43 -0.847
C -5.02 0.67 2.23 -1.001
C -3.93 -0.12 1.86 1.853
C -3.51 -1.28 2.71 -0.888
H -6.26 -2.57 -3.29 0.423
H -4.88 -1.56 -2.85 0.255
H -6.15 -1.87 -1.68 0.335
H -6.01 -4.90 -3.18 0.388
H -4.81 -6.92 -2.43 0.397
H -2.95 -6.71 -0.79 0.454
H -2.33 -4.50 0.08 0.380
H -4.21 -1.52 -0.50 0.173
H -1.44 -3.02 -1.51 0.203
H 3.03 -1.03 0.65 0.454
H 3.94 -1.17 -1.62 0.935
H 2.47 -1.84 -3.51 0.383
H 0.39 -2.36 -4.38 0.445
H -1.03 -1.78 -3.51 0.316
H -0.51 -3.46 -3.35 0.442
H -3.29 1.36 -1.11 0.646
H -5.24 2.73 -0.44 0.519
H -6.34 2.28 1.75 0.452
H -5.52 0.44 3.16 0.470
H -3.83 -1.15 3.74 0.544
H -2.43 -1.40 2.70 -0.480
H -3.95 -2.21 2.34 0.267
C 3.90 3.73 -3.93 -0.763
N 3.69 2.22 -3.76 0.161
C 4.95 1.63 -3.12 -0.722
N 5.26 2.29 -1.90 0.183
C 5.43 3.72 -2.13 -0.959
N 4.24 4.35 -2.70 0.195
C 3.12 4.35 -1.74 -1.406
P 2.56 2.65 -1.22 1.310
C 2.47 1.93 -2.93 -0.700
C 4.27 2.03 -0.85 -0.943
H 2.97 4.13 -4.34 0.374
H 4.71 3.84 -4.66 0.362
H 3.57 1.80 -4.68 0.366
H 5.75 1.76 -3.84 0.332
H 4.75 0.57 -2.95 0.320
H 6.27 3.87 -2.83 0.342
H 5.67 4.21 -1.19 0.371
H 2.28 4.90 -2.19 0.459
H 3.42 4.91 -0.86 0.422
H 1.59 2.29 -3.46 0.585
H 2.37 0.84 -2.83 -0.183
H 4.21 0.95 -0.67 0.237
H 4.62 2.49 0.08 0.459
```

***

Number 2 is which compound?
C39H55N6O5PS5SiTi